# 1
{
  "formula": "C26H29N3O4",
  "method": "the ωB97M-V functional and the def2-TZVPD basis",
  "e_tot_ev": -40093.98265,
  "relative_energy_kcal_mol": 26.6,
  "charge": 0,
  "largest_force_ev_per_a": 0.65,
  "smiles": "COc1ccc([C@H]2c3[nH]c4ccccc4c3C[C@H]3C(=O)N(CC(C)C)CC(=O)N23)c(OC)c1",
  "elements": ["O", "O", "O", "O", "N", "N", "N", "C", "C", "C", "C", "C", "C", "C", "C", "C", "C", "C", "C", "C", "C", "C", "C", "C", "C", "C", "C", "C", "C", "C", "C", "C", "C", "H", "H", "H", "H", "H", "H", "H", "H", "H", "H", "H", "H", "H", "H", "H", "H", "H", "H", "H", "H", "H", "H", "H", "H", "H", "H", "H", "H", "H"],
  "positions_angstrom": [[1.140, -0.675, -3.000], [0.588, -2.024, 0.065], [2.029, 0.210, 1.970], [-3.171, -4.801, 0.836], [2.949, 0.120, -0.098], [0.383, 0.273, -1.088], [-2.907, 1.690, -1.527], [-3.881, 4.515, 1.281], [1.961, 0.401, 0.774], [-4.672, 4.475, 0.130], [2.740, 0.331, -1.508], [-4.537, -5.110, 0.702], [-1.523, -1.339, -0.783], [-3.482, -2.740, -0.437], [5.939, 0.912, -0.891], [-2.829, 3.646, 1.460], [1.376, -2.973, 0.742], [-0.416, 1.214, 1.076], [-1.836, 1.094, -0.916], [-1.592, 1.680, 0.292], [1.342, -0.099, -1.950], [5.362, 0.534, 0.472], [-2.872, -1.608, -0.947], [-1.352, -3.405, 0.441], [-3.370, 2.683, -0.705], [4.189, -0.458, 0.375], [-1.004, -0.044, -1.402], [0.747, 1.042, 0.093], [-0.743, -2.270, -0.078], [4.952, 1.780, 1.252], [-2.712, -3.650, 0.272], [-2.558, 2.711, 0.460], [-4.430, 3.563, -0.875], [1.074, -3.068, 1.789], [-0.621, 0.253, 1.555], [1.062, 2.049, -0.240], [-3.480, -0.905, -1.497], [-0.794, -4.140, 0.996], [-4.106, 5.246, 2.044], [-3.273, 1.460, -2.435], [-4.678, -6.056, 1.223], [-5.170, -4.345, 1.163], [2.854, 1.394, -1.771], [3.979, -0.836, 1.379], [3.471, -0.244, -2.078], [-4.536, -2.891, -0.599], [6.180, 0.023, -1.471], [-2.223, 3.680, 2.353], [-4.820, -5.232, -0.349], [2.393, -2.592, 0.702], [5.818, 2.407, 1.448], [4.497, 1.504, 2.199], [1.335, -3.950, 0.252], [-5.042, 3.532, -1.764], [-0.125, 1.921, 1.851], [-5.489, 5.174, 0.029], [6.146, 0.014, 1.035], [5.241, 1.520, -1.460], [4.466, -1.295, -0.275], [4.229, 2.365, 0.687], [6.852, 1.487, -0.759], [-1.048, -0.151, -2.495]],
  "nbo_charge": [-0.624, -0.516, -0.631, -0.494, -0.446, -0.416, -0.522, -0.232, 0.710, -0.221, -0.310, -0.252, -0.038, -0.336, -0.610, -0.197, -0.246, -0.423, 0.162, -0.048, 0.700, -0.220, -0.171, -0.303, 0.129, -0.219, -0.102, -0.119, 0.303, -0.612, 0.319, -0.088, -0.228, 0.186, 0.233, 0.208, 0.205, 0.225, 0.211, 0.414, 0.200, 0.177, 0.208, 0.239, 0.241, 0.220, 0.206, 0.213, 0.176, 0.198, 0.211, 0.226, 0.181, 0.210, 0.239, 0.211, 0.202, 0.199, 0.194, 0.198, 0.214, 0.256]
}

# 2
{
  "formula": "C26H29N3O4S",
  "method": "the ωB97M-V functional and the def2-TZVPD basis",
  "e_tot_ev": -50928.47850,
  "relative_energy_kcal_mol": 33.0,
  "charge": 0,
  "largest_force_ev_per_a": 1.25,
  "smiles": "Cc1cccc(-c2nc(CSCC(=O)N3CCN(Cc4ccc5c(c4)OCO5)CC3)c(C)o2)c1",
  "elements": ["S", "O", "O", "O", "O", "N", "N", "N", "C", "C", "C", "C", "C", "C", "C", "C", "C", "C", "C", "C", "C", "C", "C", "C", "C", "C", "C", "C", "C", "C", "C", "C", "C", "C", "H", "H", "H", "H", "H", "H", "H", "H", "H", "H", "H", "H", "H", "H", "H", "H", "H", "H", "H", "H", "H", "H", "H", "H", "H", "H", "H", "H", "H"],
  "positions_angstrom": [[4.173, 1.741, 1.778], [4.226, 2.288, -1.873], [-5.559, 2.478, 0.189], [1.971, -2.166, 1.638], [-5.808, 1.013, 1.951], [-0.607, 1.903, -1.404], [2.798, -1.121, -0.128], [2.228, 1.946, -0.900], [-0.214, -2.933, -2.599], [4.077, 2.931, 0.396], [-4.620, 0.762, 1.315], [-2.538, -0.210, 0.779], [-3.664, -0.180, 1.601], [0.854, -2.458, -1.864], [-2.610, -4.050, 0.112], [0.366, 1.951, -2.479], [-1.389, -3.519, -0.573], [1.706, 1.316, -2.099], [0.802, -2.505, -0.471], [-3.367, 1.617, -0.569], [3.508, 2.352, -0.888], [-0.312, -3.051, 0.164], [4.662, 0.184, 0.918], [-0.048, 2.520, -0.219], [-4.469, 1.650, 0.246], [1.305, 1.923, 0.211], [3.427, -1.446, 3.486], [-1.171, 0.582, -1.174], [3.548, -0.789, 0.965], [3.033, -1.437, 2.058], [-2.385, 0.660, -0.287], [-6.401, 2.086, 1.251], [1.880, -1.936, 0.309], [-1.329, -3.449, -1.961], [-6.550, 2.935, 1.937], [0.525, 3.006, -2.727], [-7.377, 1.770, 0.850], [1.159, 0.884, 0.530], [4.914, 0.435, -0.108], [-1.476, 0.188, -2.150], [2.442, 1.454, -2.892], [-3.244, 2.302, -1.389], [5.090, 3.272, 0.179], [3.486, 3.768, 0.768], [-3.351, -3.256, 0.205], [0.088, 3.584, -0.439], [-0.763, 2.423, 0.600], [2.575, -1.726, 4.101], [-0.454, -0.132, -0.745], [3.777, -0.457, 3.773], [-2.371, -4.411, 1.109], [-0.332, -3.097, 1.243], [1.585, 0.245, -1.906], [-0.179, -2.900, -3.678], [1.696, 2.485, 1.056], [-2.164, -3.808, -2.545], [5.538, -0.192, 1.445], [4.231, -2.163, 3.659], [-3.054, -4.860, -0.461], [-1.768, -0.938, 0.979], [-0.045, 1.449, -3.356], [-3.781, -0.860, 2.428], [1.733, -2.056, -2.343]],
  "nbo_charge": [0.170, -0.638, -0.490, -0.404, -0.480, -0.448, -0.459, -0.441, -0.202, -0.615, 0.219, -0.232, -0.251, -0.191, -0.632, -0.220, -0.023, -0.259, -0.120, -0.273, 0.671, -0.154, -0.550, -0.224, 0.296, -0.238, -0.664, -0.242, 0.048, 0.268, -0.030, 0.237, 0.471, -0.200, 0.156, 0.197, 0.156, 0.194, 0.265, 0.211, 0.251, 0.238, 0.248, 0.239, 0.229, 0.194, 0.214, 0.236, 0.183, 0.237, 0.216, 0.213, 0.210, 0.217, 0.223, 0.211, 0.237, 0.228, 0.220, 0.215, 0.202, 0.224, 0.235]
}

# 3
{
  "formula": "C26H29N3O5S",
  "method": "the ωB97M-V functional and the def2-TZVPD basis",
  "e_tot_ev": -52977.26232,
  "relative_energy_kcal_mol": 0.0,
  "charge": 0,
  "largest_force_ev_per_a": 0.85,
  "smiles": "CCOC(=O)N1CCC(NC(=O)c2ccc3c(c2)N(C)C(=O)/C(=C/c2cccc(OC)c2)S3)CC1",
  "elements": ["S", "O", "O", "O", "O", "O", "N", "N", "N", "C", "C", "C", "C", "C", "C", "C", "C", "C", "C", "C", "C", "C", "C", "C", "C", "C", "C", "C", "C", "C", "C", "C", "C", "C", "C", "H", "H", "H", "H", "H", "H", "H", "H", "H", "H", "H", "H", "H", "H", "H", "H", "H", "H", "H", "H", "H", "H", "H", "H", "H", "H", "H", "H", "H"],
  "positions_angstrom": [[3.869, 0.084, -1.485], [9.644, 0.484, 1.952], [-2.707, -0.645, -0.382], [-7.700, -0.477, 1.849], [3.905, -3.381, 0.297], [-8.105, -0.344, -0.373], [-2.570, 1.615, -0.243], [-6.684, 1.105, 0.591], [2.106, -2.153, -0.267], [8.028, 1.267, -1.259], [6.937, 0.425, -1.188], [1.465, -0.957, -0.581], [2.143, 0.118, -1.165], [3.458, -2.320, -0.103], [-8.194, -2.780, -0.294], [1.283, -3.315, 0.013], [6.751, -0.383, -0.062], [0.104, 1.391, -1.330], [-8.971, -1.472, -0.267], [8.955, 1.333, -0.232], [-4.886, 1.349, -1.045], [-7.499, 0.039, 0.775], [-2.050, 0.378, -0.431], [-0.582, 0.353, -0.707], [-4.383, 1.249, 1.399], [-3.968, 1.876, 0.063], [0.099, -0.805, -0.353], [-6.343, 1.659, -0.698], [10.780, 1.313, 1.937], [4.387, -1.209, -0.411], [8.796, 0.520, 0.887], [1.460, 1.267, -1.546], [7.702, -0.337, 0.956], [5.633, -1.286, 0.098], [-5.853, 1.561, 1.681], [-9.640, -1.392, -1.126], [-9.545, -1.394, 0.662], [-4.076, 2.965, 0.128], [6.255, 0.366, -2.019], [11.440, 1.076, 1.096], [1.938, -4.185, 0.016], [0.525, -3.427, -0.761], [-7.012, 1.245, -1.450], [7.597, -0.958, 1.832], [-4.244, 0.170, 1.336], [9.794, 2.005, -0.320], [2.017, 2.059, -2.022], [-7.549, -2.841, 0.579], [8.168, 1.886, -2.133], [-6.188, 1.056, 2.588], [-0.481, -1.587, 0.107], [10.505, 2.372, 1.898], [5.806, -2.132, 0.752], [-7.582, -2.837, -1.191], [-5.991, 2.643, 1.799], [-1.932, 2.391, -0.191], [-4.749, 0.271, -1.127], [0.807, -3.237, 0.992], [-8.887, -3.617, -0.280], [-4.625, 1.808, -1.999], [-0.408, 2.279, -1.670], [11.302, 1.112, 2.871], [-6.489, 2.746, -0.653], [-3.760, 1.635, 2.208]],
  "nbo_charge": [0.339, -0.508, -0.629, -0.665, -0.602, -0.530, -0.611, -0.452, -0.433, -0.186, -0.225, 0.221, -0.206, 0.652, -0.636, -0.423, -0.063, -0.202, -0.067, -0.313, -0.428, 0.898, 0.668, -0.132, -0.427, -0.038, -0.218, -0.212, -0.254, -0.280, 0.384, -0.210, -0.255, -0.130, -0.217, 0.184, 0.199, 0.194, 0.216, 0.176, 0.256, 0.209, 0.241, 0.224, 0.236, 0.218, 0.223, 0.226, 0.215, 0.251, 0.244, 0.175, 0.243, 0.208, 0.181, 0.401, 0.239, 0.201, 0.213, 0.211, 0.212, 0.202, 0.181, 0.211]
}